This record from OMol25 describes C28H29MnN6O4Si as an isolated structure in a non-equilibrium geometry. The level of theory is ωB97M-V/def2-TZVPD.

Charge   +1
HOMO (spin up / spin down)   -8.5931 / -11.1350 eV
Spin multiplicity   6
Frontier orbital gap (spin up / spin down)   0.2335 / 0.2906 Ha

Each line ends with the Löwdin charge.
Geometry (Å):
Mn -1.229332 -0.883100 -0.753807  0.76
C -3.585532 -1.584700 -2.097407  -0.07
N -3.223032 -0.967700 -0.825407  -0.10
C -3.632632 -1.683400 0.378993  -0.08
C -2.681132 -1.295500 1.457193  -0.25
N -1.427232 -0.943000 1.194293  0.11
C -0.829132 -0.661200 2.378693  -0.11
C 0.553168 -0.184700 2.645493  -0.20
C 0.823668 -0.236200 4.111793  -0.04
C -0.114932 -0.451700 5.068793  -0.07
C -1.455632 -0.746000 4.762193  0.01
C -1.757832 -0.863800 3.409193  -0.17
N -2.922832 -1.257800 2.792793  0.19
C -2.528232 -1.219000 -3.084207  -0.25
N -1.320632 -0.871000 -2.707307  0.10
C -0.611232 -0.592500 -3.859807  -0.15
C 0.699768 -0.175500 -4.070207  0.02
C 1.096468 0.037900 -5.373607  -0.06
C 0.234068 -0.156400 -6.454107  -0.07
C -1.062332 -0.588400 -6.268707  -0.01
C -1.468232 -0.799400 -4.961607  -0.17
N -2.673832 -1.202700 -4.430807  0.19
H -4.582232 -1.285800 -2.452007  0.15
H -3.576532 -2.674100 -1.969207  0.14
H -3.581832 -0.009300 -0.790807  0.17
H -3.535032 -2.760200 0.184293  0.14
H -4.672432 -1.479100 0.673293  0.14
H 1.285768 -0.798600 2.097293  0.16
H 1.843168 -0.060400 4.394293  0.08
H 0.173268 -0.429000 6.108493  0.11
H -2.183032 -0.932300 5.531993  0.11
H -3.784232 -1.486100 3.261693  0.18
H 1.376468 -0.020300 -3.248607  0.10
H 2.105068 0.362600 -5.569307  0.11
H 0.589368 0.028500 -7.454907  0.11
H -1.731432 -0.759000 -7.096107  0.12
H -3.492232 -1.455500 -4.961807  0.18
O 0.307968 2.598900 -1.286807  0.06
C 0.106168 1.461100 -0.497007  -0.59
O -1.146032 0.945900 -0.702707  -0.15
C 1.160968 0.391600 -0.764107  -0.20
C 2.536468 0.505900 -0.889707  0.00
C 3.276268 -0.693300 -0.959307  -0.05
C 2.668668 -1.920400 -0.904007  0.00
C 1.246868 -1.974800 -0.812307  -0.17
N 0.569568 -0.784600 -0.739407  0.02
C 0.328768 -3.032300 -0.821907  -0.40
O 0.670468 -4.343800 -0.851407  0.13
O -0.932332 -2.767000 -0.800207  -0.06
H -0.491132 3.134300 -1.214307  0.11
H 3.013768 1.466800 -0.932007  0.11
H 4.348168 -0.632800 -1.060607  0.11
H 3.257168 -2.824600 -0.939007  0.11
H 1.628968 -4.446400 -0.816807  0.11
C 0.615968 3.943700 3.557793  -0.17
Si 1.852468 2.653000 2.907293  0.62
C 2.875168 3.335100 1.443193  -0.17
C 3.144968 2.095300 4.200393  -0.18
C 0.767968 1.247500 2.092393  -0.18
C 0.410468 1.681500 0.935793  0.09
H 1.130368 4.749800 4.070393  0.03
H -0.099832 3.508800 4.248493  0.02
H 0.061868 4.377000 2.730393  0.03
H 3.288368 4.314400 1.667393  0.03
H 2.263968 3.426800 0.549493  0.01
H 3.708168 2.676600 1.206593  0.03
H 3.884868 2.882800 4.304993  0.03
H 3.680668 1.211900 3.866993  0.03
H 2.746268 1.895700 5.188993  0.02

Forces on atoms 1 to 3 (eV/Å):
-0.6 0.8 0.0
-0.4 -0.4 -0.5
-0.7 0.3 0.0


This record from OMol25 describes C28H29N4O2S3V as an isolated structure in a non-equilibrium geometry. The level of theory is ωB97M-V/def2-TZVPD.

Charge   -1
HOMO (spin up / spin down)   -3.3453 / -2.9646 eV
Spin multiplicity   2
Frontier orbital gap (spin up / spin down)   0.2151 / 0.2011 Ha

Each line ends with the Löwdin charge.
Geometry (Å):
V 1.238316 -0.444566 -0.681663  0.24
C 1.923957 -3.305772 0.389730  -0.04
N 1.584725 -1.911393 0.759557  -0.28
C 0.347560 -1.826986 1.557581  -0.15
C -0.921474 -1.704642 0.693198  -0.20
N -1.584354 -2.948843 0.338135  -0.13
C -3.036630 -2.777204 0.416913  -0.07
C -1.169436 -3.760351 -0.767483  -0.26
C -1.602094 -5.092199 -0.667067  -0.07
C -1.370810 -6.043991 -1.638283  -0.12
C -0.648759 -5.679930 -2.766408  -0.12
C -0.169928 -4.390683 -2.863485  -0.15
C -0.390116 -3.394043 -1.891723  -0.56
S 0.397620 -1.859953 -2.308089  0.64
C 2.762855 -1.396666 1.444785  -0.30
C 2.937878 -1.516972 2.814340  -0.04
C 4.131174 -1.132077 3.410488  -0.11
C 5.167618 -0.656760 2.619752  -0.11
C 5.000680 -0.532954 1.251264  -0.11
C 3.792253 -0.877035 0.637584  -0.62
S 3.533485 -0.662522 -1.073365  0.63
H 2.229444 -3.867191 1.281164  0.10
H 2.742802 -3.284289 -0.327126  0.08
H 1.077835 -3.800073 -0.065423  0.06
H 0.414606 -0.905569 2.139258  0.12
H 0.254771 -2.680326 2.240897  0.13
H -0.705760 -1.103533 -0.195246  0.02
H -1.634068 -1.128264 1.282022  0.12
H -3.375092 -1.887678 -0.133629  0.09
H -3.345151 -2.672118 1.460791  0.08
H -3.542178 -3.641918 -0.001787  0.07
H -2.138379 -5.378073 0.230804  0.11
H -1.727978 -7.058231 -1.506039  0.09
H -0.441270 -6.399934 -3.549197  0.09
H 0.418230 -4.092323 -3.722170  0.08
H 2.147044 -1.921047 3.435129  0.11
H 4.248477 -1.211075 4.484205  0.09
H 6.109478 -0.375004 3.076728  0.09
H 5.797380 -0.150472 0.626244  0.09
C -0.368595 7.778452 0.003690  -0.06
C -0.033453 6.310715 -0.036339  -0.28
C 0.378299 5.639900 1.113993  -0.05
C 0.688652 4.291729 1.078324  -0.05
C 0.602633 3.598969 -0.119997  -0.25
C 0.201430 4.250373 -1.277568  -0.05
C -0.114290 5.600129 -1.229586  -0.04
S 0.670427 1.812422 -0.146351  0.52
O 1.685726 1.357377 0.791131  -0.31
O 0.947230 1.463300 -1.543983  -0.39
N -0.741827 1.475266 0.451614  -0.10
C -1.870904 1.491390 -0.339462  -0.42
C -3.007230 2.203990 0.094556  -0.03
C -4.159452 2.151846 -0.658705  -0.10
C -4.176337 1.397886 -1.830489  -0.10
C -3.015436 0.733561 -2.183991  -0.15
N -1.900286 0.769800 -1.465181  0.12
H -0.801493 8.057251 0.964800  0.07
H -1.076977 8.032003 -0.785077  0.07
H 0.526547 8.387202 -0.145891  0.08
H 0.440003 6.181446 2.051492  0.11
H 0.992182 3.758235 1.971038  0.12
H 0.136235 3.686917 -2.199389  0.11
H -0.440443 6.110045 -2.129092  0.11
H -2.937658 2.781207 1.007298  0.10
H -5.042922 2.697042 -0.346993  0.10
H -5.067898 1.331089 -2.439700  0.09
H -2.968873 0.123123 -3.082525  0.11

Forces on atoms 1 to 3 (eV/Å):
0.0 -0.9 0.3
0.1 -0.1 0.0
0.4 -0.9 0.7


This record from OMol25 describes C28H29N4ReSSi as an isolated structure. The level of theory is ωB97M-V/def2-TZVPD.

Charge   +1
HOMO (spin up / spin down)   -10.4632 / -10.9413 eV
Spin multiplicity   4
Frontier orbital gap (spin up / spin down)   0.2292 / 0.2333 Ha

Each line ends with the Löwdin charge.
Geometry (Å):
Re 0.493534 -0.326086 -0.497021  1.17
S -1.713048 0.560432 -0.646524  0.64
C -2.394606 -0.524156 0.561125  -0.74
N -3.668065 -0.498393 0.947239  0.10
N -4.441272 0.371883 0.419599  0.04
C -5.805718 0.474124 0.766090  -0.22
C -6.376876 -0.385946 1.695358  -0.01
C -7.720069 -0.239504 1.993788  -0.06
C -8.479890 0.746721 1.375973  -0.07
C -7.893693 1.597430 0.449537  -0.07
C -6.551114 1.464841 0.139460  -0.02
N -1.681002 -1.480059 1.165354  0.06
N -0.436413 -1.568133 0.830293  -0.21
C 0.286144 -2.569853 1.565934  -0.29
C 1.294477 -3.274165 0.923882  -0.05
C 2.046957 -4.194427 1.637067  -0.06
C 1.793334 -4.406869 2.983363  -0.07
C 0.772554 -3.707433 3.615192  -0.06
C 0.012486 -2.789036 2.911066  -0.03
H -4.068618 1.020407 -0.275537  0.09
H -5.775350 -1.149365 2.166571  0.11
H -8.178218 -0.902436 2.714838  0.11
H -9.528675 0.850993 1.617130  0.11
H -8.481009 2.365837 -0.033736  0.11
H -6.085538 2.124710 -0.583387  0.12
H 1.476311 -3.118044 -0.130677  0.09
H 2.827317 -4.751853 1.136823  0.11
H 2.384351 -5.122053 3.538921  0.11
H 0.567724 -3.876394 4.663643  0.11
H -0.787411 -2.242973 3.390942  0.11
C 0.281076 1.010646 2.829599  -0.19
Si 1.584318 0.668436 1.535971  0.52
C 2.972242 -0.385041 2.206106  -0.18
C 2.226242 2.260162 0.796094  -0.33
C 1.340231 3.303622 0.505387  -0.12
C 1.765546 4.431140 -0.181131  -0.08
C 3.087436 4.532412 -0.595960  -0.07
C 3.984854 3.512893 -0.306663  -0.07
C 3.555245 2.387906 0.383133  -0.11
H 0.735298 1.580229 3.644705  0.05
H -0.125451 0.090313 3.250427  0.01
H -0.547181 1.597545 2.429662  0.02
H 3.533527 0.183182 2.952528  0.05
H 3.664669 -0.704256 1.426128  0.03
H 2.577019 -1.280221 2.690634  0.02
H 0.302070 3.233841 0.812374  0.10
H 1.070603 5.234145 -0.391838  0.11
H 3.419899 5.410162 -1.134348  0.11
H 5.018511 3.597485 -0.615626  0.11
H 4.268655 1.601195 0.603306  0.10
C 2.307194 -0.830267 -1.552386  -0.20
C 1.516725 -0.113620 -2.552659  -0.43
C 0.724814 -0.783575 -3.521033  -0.04
C -0.205712 -0.096310 -4.261413  -0.05
C -0.431258 1.272855 -4.046525  -0.07
C 0.280086 1.937927 -3.080793  -0.08
C 1.239331 1.252432 -2.307860  -0.14
H 3.183209 -0.304211 -1.178585  0.06
H 2.518990 -1.873087 -1.770656  0.07
H 0.889805 -1.840343 -3.690706  0.12
H -0.776360 -0.618807 -5.017688  0.12
H -1.163685 1.797962 -4.644043  0.12
H 0.124116 2.994504 -2.907513  0.12
H 1.885247 1.815268 -1.641633  0.09

Forces on atoms 1 to 3 (eV/Å):
0.0 -0.2 0.0
-0.1 0.0 0.1
0.1 0.0 -0.1


Result set for E: -3154.16338; -3592.47098; -2069.09002 a.u., one per record in the order listed.
Result set for energy above the lowest of the compared OMol25 structures with the same formula, charge and spin: 0.000; 2.640; 0.032 eV, one per record in the order listed.